# 1
{
  "formula": "BrIO2S2",
  "method": "wB97M-V/def2-TZVPD",
  "species": ["O", "O", "S", "S", "Br", "I"],
  "positions_angstrom": [[0.541, 2.326, 0.356], [0.158, -0.653, 1.101], [-0.101, 1.338, -0.487], [0.322, -2.079, 1.519], [-0.513, -3.572, -0.016], [-0.408, 2.640, -2.473]],
  "lumo_energy_ev": [-1.358, -2.349],
  "homo_energy_ha": [-0.361, -0.321],
  "gap_ev": [8.465, 6.391],
  "total_charge": 0,
  "de_lowest_kcal_mol": 17.7,
  "e_tot_ev": -103906.46809
}

# 2
{
  "formula": "BrMn",
  "method": "wB97M-V/def2-TZVPD",
  "species": ["Mn", "Br"],
  "positions_angstrom": [[-0.400, -0.049, 1.136], [0.400, 0.049, -1.136]],
  "lumo_energy_ev": [-7.864, -7.904],
  "homo_energy_ha": [-0.565, -0.568],
  "gap_ev": [7.514, 7.542],
  "total_charge": 1,
  "spin_multiplicity": 6,
  "de_lowest_kcal_mol": 3.0,
  "e_tot_ev": -101354.31524
}

# 3
{
  "formula": "BrNO3",
  "method": "wB97M-V/def2-TZVPD",
  "species": ["N", "O", "O", "O", "Br"],
  "positions_angstrom": [[-1.222, -0.625, -0.160], [-1.149, -0.608, 1.028], [-0.378, -0.215, -1.010], [1.851, 0.773, -2.372], [1.493, 0.806, -0.800]],
  "lumo_energy_ev": [-2.705, -2.711],
  "homo_energy_ha": [-0.366, -0.365],
  "gap_ev": [7.248, 7.232],
  "total_charge": 0,
  "de_lowest_kcal_mol": 49.6,
  "e_tot_ev": -77667.25466
}

# 4
{
  "formula": "BrNO3",
  "method": "wB97M-V/def2-TZVPD",
  "species": ["N", "O", "O", "O", "Br"],
  "positions_angstrom": [[0.567, 0.340, 0.020], [1.490, -0.365, 0.030], [-0.111, 1.287, 0.007], [-1.591, -1.289, 0.009], [-2.472, 0.117, -0.025]],
  "lumo_energy_ev": [-0.052, -1.867],
  "homo_energy_ha": [-0.356, -0.319],
  "gap_ev": [9.646, 6.818],
  "total_charge": 0,
  "de_lowest_kcal_mol": 52.3,
  "e_tot_ev": -77667.13590
}

# 5
{
  "formula": "BrPb",
  "method": "wB97M-V/def2-TZVPD",
  "species": ["Pb", "Br"],
  "positions_angstrom": [[1.153, -0.008, 0.774], [-1.153, 0.008, -0.774]],
  "lumo_energy_ev": -7.288,
  "homo_energy_ha": -0.556,
  "gap_ev": 7.840,
  "total_charge": 1,
  "de_lowest_kcal_mol": 10.8,
  "e_tot_ev": -75282.68521
}

# 6
{
  "formula": "C10H10BiCl2O4",
  "method": "wB97M-V/def2-TZVPD",
  "species": ["C", "C", "C", "H", "C", "C", "H", "H", "H", "H", "Bi", "Cl", "C", "C", "C", "H", "C", "C", "H", "H", "H", "H", "O", "Cl", "O", "O", "O"],
  "positions_angstrom": [[1.235, 0.838, 2.211], [2.074, -0.161, 1.574], [1.426, -1.393, 1.657], [3.042, 0.050, 1.126], [0.166, -1.208, 2.295], [0.010, 0.153, 2.606], [-0.822, 0.620, 3.133], [1.605, 1.784, 2.612], [1.835, -2.348, 1.339], [-0.533, -1.999, 2.551], [0.056, 2.238, 0.498], [1.976, 2.813, -0.979], [-0.695, -0.448, -2.587], [-1.191, -1.611, -1.920], [-0.061, -2.359, -1.475], [-2.237, -1.869, -1.757], [1.127, -1.739, -1.965], [0.739, -0.531, -2.618], [1.414, 0.235, -2.998], [-1.294, 0.390, -2.947], [-0.101, -3.345, -1.014], [2.144, -2.108, -1.833], [-4.234, 3.108, 0.423], [-2.863, 2.952, 0.073], [-2.612, 3.302, -1.309], [-1.999, 3.795, 0.996], [-2.393, 1.517, 0.302]],
  "lumo_energy_ev": [2.427, 0.985],
  "homo_energy_ha": [-0.178, -0.145],
  "gap_ev": [7.277, 4.940],
  "total_charge": -1,
  "e_tot_ev": -49598.36156
}

# 7
{
  "formula": "C10H10Br2O",
  "method": "wB97M-V/def2-TZVPD",
  "species": ["C", "C", "C", "C", "C", "C", "C", "C", "C", "C", "O", "Br", "Br", "H", "H", "H", "H", "H", "H", "H", "H", "H", "H"],
  "positions_angstrom": [[1.623, -2.590, 0.309], [0.620, -2.258, -0.601], [1.784, -1.785, 1.410], [-0.199, -1.182, -0.345], [0.863, -0.810, 1.776], [-0.139, -0.492, 0.890], [-1.442, 3.189, 0.883], [-0.962, 2.098, -1.444], [-1.154, 0.614, 1.192], [-0.667, 2.243, -0.004], [-2.604, 3.463, 0.668], [-3.015, 0.143, 0.667], [1.162, 2.341, 0.295], [2.371, -3.382, 0.052], [0.505, -2.830, -1.605], [2.546, -1.988, 2.155], [-1.031, -1.109, -0.954], [0.783, -0.577, 2.948], [-0.864, 3.383, 1.824], [-0.760, 0.981, -1.609], [-2.014, 2.347, -1.593], [-0.339, 2.719, -2.102], [-1.058, 1.136, 2.156]],
  "lumo_energy_ev": -0.046,
  "homo_energy_ha": -0.333,
  "gap_ev": 9.011,
  "total_charge": 0,
  "e_tot_ev": -152662.08298
}

# 8
{
  "formula": "C10H10BrCdF5OTe",
  "method": "wB97M-V/def2-TZVPD",
  "species": ["C", "C", "C", "H", "C", "C", "H", "H", "H", "H", "Cd", "Br", "C", "C", "C", "H", "C", "C", "H", "H", "H", "H", "F", "Te", "F", "F", "F", "F", "O"],
  "positions_angstrom": [[-0.014, 2.538, 1.142], [-0.154, 1.586, 2.174], [0.985, 0.720, 2.136], [-0.978, 1.507, 2.855], [1.809, 1.140, 1.037], [1.194, 2.271, 0.448], [1.582, 2.821, -0.384], [-0.701, 3.334, 0.935], [1.181, -0.120, 2.786], [2.753, 0.707, 0.769], [-0.180, -0.133, 0.266], [-1.734, -1.476, 1.917], [-1.409, -0.513, -1.780], [-0.589, 0.579, -2.231], [-1.113, 1.763, -1.683], [0.249, 0.493, -2.891], [-2.237, 1.430, -0.880], [-2.437, 0.036, -0.954], [-3.208, -0.527, -0.468], [-1.294, -1.549, -2.048], [-0.724, 2.744, -1.844], [-2.814, 2.101, -0.277], [1.584, -3.577, -1.924], [1.396, -2.997, -0.164], [-0.448, -3.338, -0.350], [1.238, -2.618, 1.675], [1.508, -4.825, 0.392], [3.240, -2.853, 0.075], [1.315, -1.245, -0.730]],
  "lumo_energy_ev": 4.705,
  "homo_energy_ha": -0.028,
  "gap_ev": 5.474,
  "total_charge": -2,
  "de_lowest_kcal_mol": 0.0,
  "e_tot_ev": -108068.18698
}

# 9
{
  "formula": "C10H10BrClGdO4",
  "method": "wB97M-V/def2-TZVPD",
  "species": ["C", "C", "C", "H", "C", "C", "H", "H", "H", "H", "Gd", "Br", "C", "C", "C", "H", "C", "C", "H", "H", "H", "H", "O", "Cl", "O", "O", "O"],
  "positions_angstrom": [[-1.812, -0.747, 0.291], [-1.847, -1.304, 1.608], [-2.181, -0.239, 2.504], [-1.773, -2.362, 1.867], [-2.385, 0.960, 1.735], [-2.139, 0.646, 0.365], [-2.216, 1.341, -0.468], [-1.586, -1.286, -0.618], [-2.443, -0.331, 3.559], [-2.809, 1.892, 2.112], [0.161, 0.233, 1.574], [1.341, -1.687, 0.198], [2.601, 0.699, -3.080], [1.528, 1.496, -3.580], [0.532, 0.618, -4.102], [1.483, 2.579, -3.580], [0.990, -0.722, -3.928], [2.262, -0.671, -3.284], [2.869, -1.525, -3.008], [3.517, 1.072, -2.637], [-0.399, 0.919, -4.569], [0.467, -1.618, -4.245], [0.060, -1.270, 4.178], [0.775, -0.013, 4.324], [-0.140, 1.104, 3.862], [1.265, 0.259, 5.617], [1.880, -0.042, 3.303]],
  "lumo_energy_ev": [2.341, 0.497],
  "homo_energy_ha": [-0.153, -0.087],
  "gap_ev": [6.509, 2.863],
  "total_charge": -1,
  "spin_multiplicity": 8,
  "de_lowest_kcal_mol": 33.9,
  "e_tot_ev": -122115.39112
}

What did the fifth record say?
{
  "formula": "BrPb",
  "method": "wB97M-V/def2-TZVPD",
  "species": ["Pb", "Br"],
  "positions_angstrom": [[1.153, -0.008, 0.774], [-1.153, 0.008, -0.774]],
  "lumo_energy_ev": -7.288,
  "homo_energy_ha": -0.556,
  "gap_ev": 7.840,
  "total_charge": 1,
  "de_lowest_kcal_mol": 10.8,
  "e_tot_ev": -75282.68521
}

Number 9 is which compound? C10H10BrClGdO4

Repeat the seventh record exactly.
{
  "formula": "C10H10Br2O",
  "method": "wB97M-V/def2-TZVPD",
  "species": ["C", "C", "C", "C", "C", "C", "C", "C", "C", "C", "O", "Br", "Br", "H", "H", "H", "H", "H", "H", "H", "H", "H", "H"],
  "positions_angstrom": [[1.623, -2.590, 0.309], [0.620, -2.258, -0.601], [1.784, -1.785, 1.410], [-0.199, -1.182, -0.345], [0.863, -0.810, 1.776], [-0.139, -0.492, 0.890], [-1.442, 3.189, 0.883], [-0.962, 2.098, -1.444], [-1.154, 0.614, 1.192], [-0.667, 2.243, -0.004], [-2.604, 3.463, 0.668], [-3.015, 0.143, 0.667], [1.162, 2.341, 0.295], [2.371, -3.382, 0.052], [0.505, -2.830, -1.605], [2.546, -1.988, 2.155], [-1.031, -1.109, -0.954], [0.783, -0.577, 2.948], [-0.864, 3.383, 1.824], [-0.760, 0.981, -1.609], [-2.014, 2.347, -1.593], [-0.339, 2.719, -2.102], [-1.058, 1.136, 2.156]],
  "lumo_energy_ev": -0.046,
  "homo_energy_ha": -0.333,
  "gap_ev": 9.011,
  "total_charge": 0,
  "e_tot_ev": -152662.08298
}